The following is a quantum chemistry calculation of an isolated molecule of C6H12O, from the Open Molecules 2025 dataset.

XYZ file:
```
19
Properties=species:S:1:pos:R:3
C 2.55246 -0.16599 0.04930
C 1.62637 1.03562 -0.25418
C 0.21621 0.81521 0.21459
C -0.92669 0.95088 -0.46582
C -2.16868 0.23089 0.03688
C -1.80311 -1.23682 0.46115
O -0.62816 -1.73045 -0.15595
H 2.60003 -0.39116 1.12234
H 2.25780 -1.09584 -0.45597
H 3.57067 0.06925 -0.27846
H 2.02623 1.92553 0.24985
H 1.63641 1.23186 -1.33550
H 0.13116 0.33267 1.18890
H -0.91275 1.33907 -1.48660
H -0.33870 -1.04171 -0.77227
H -2.92918 0.18689 -0.74999
H -2.62447 0.77328 0.87825
H -1.67981 -1.29088 1.55274
H -2.60578 -1.93827 0.20075
```

The value obtained for the relative energy (zero: lowest compared OMol25 entry of this formula, charge and spin) is 141.79 kJ/mol. Its maximum force is 0.515 eV/Å. As for the multiplicity: 1. Its SMILES is CC/C=C/CCO.